Computed, not measured: an isolated molecule of C6H12O at a distorted geometry, with wB97M-V/def2-TZVPD.

Calculated values
spin multiplicity: 1
energy above the lowest of the compared OMol25 structures with the same formula, charge and spin: 94.1 kcal/mol
HOMO-LUMO gap: 10.10 eV
electronic energy: -8460.275 eV
molar mass: 100.2 u
highest occupied orbital energy: -9.10 eV
LUMO energy: 0.037 Eh

The geometry in XYZ format:
```
19
Properties=species:S:1:pos:R:3:lowdin_charge:R:1
C -1.361 1.422 -0.001 -0.10
O 0.159 1.391 0.010 -0.15
C 0.691 0.093 -0.080 -0.51
C 2.234 0.321 -0.047 0.01
C -0.169 -0.768 -1.069 -0.13
C -0.991 -1.315 0.053 -0.17
C 0.055 -0.716 1.081 -0.08
H -1.955 0.589 -0.709 0.11
H -1.859 1.428 1.089 0.12
H -1.739 2.441 -0.359 0.09
H 2.728 -0.616 -0.203 0.06
H 2.704 0.638 0.838 0.06
H 2.524 1.044 -0.854 0.10
H -0.696 -0.114 -1.739 0.09
H 0.605 -1.417 -1.465 0.12
H -1.279 -2.314 -0.060 0.07
H -2.022 -0.632 0.225 0.13
H -0.455 -0.165 1.892 0.11
H 0.827 -1.310 1.399 0.07
```

Computed, not measured: a cluster of 5 separate species, C16H44B2FO6 in total at a distorted geometry, with wB97M-V/def2-TZVPD.

Calculated values
spin multiplicity: 1
energy above the lowest of the compared OMol25 structures with the same formula, charge and spin: 27.8 kcal/mol
HOMO-LUMO gap: 6.58 eV
electronic energy: -33662.303 eV
molar mass: 373.1 u
charge: -1
highest occupied orbital energy: -4.05 eV
LUMO energy: 0.093 Eh

The geometry in XYZ format:
```
69
Properties=species:S:1:pos:R:3:lowdin_charge:R:1
O 5.746 -0.327 0.068 -0.02
B 4.663 0.640 -0.196 -0.47
O 4.981 2.112 -0.218 -0.04
B 3.079 0.257 -0.531 -0.50
F 2.229 1.157 0.331 -0.19
H 6.025 -0.711 -0.837 0.11
H 4.368 2.447 -0.964 0.10
H 2.889 0.593 -1.664 0.02
H 2.824 -0.886 -0.408 0.01
C -2.634 -2.574 -1.271 -0.09
C -1.276 -2.006 -1.645 -0.26
O -1.353 -0.863 -2.495 -0.17
C -2.048 0.268 -1.976 -0.29
C -1.441 0.820 -0.698 -0.06
H -3.200 -2.839 -2.170 0.07
H -2.515 -3.471 -0.654 0.07
H -3.235 -1.858 -0.706 0.06
H -0.715 -2.767 -2.196 0.12
H -0.684 -1.773 -0.753 0.11
H -3.108 0.030 -1.839 0.10
H -2.005 1.043 -2.749 0.11
H -1.468 0.090 0.115 0.06
H -1.987 1.709 -0.368 0.08
H -0.391 1.091 -0.859 0.09
C 3.921 2.245 2.977 -0.07
C 3.454 3.262 4.003 -0.27
O 3.779 2.904 5.346 -0.17
C 5.165 2.753 5.644 -0.29
C 5.978 4.013 5.408 -0.09
H 3.496 1.259 3.193 0.09
H 3.609 2.548 1.971 0.07
H 5.008 2.139 2.972 0.07
H 2.363 3.335 3.956 0.12
H 3.840 4.262 3.775 0.10
H 5.579 1.904 5.089 0.11
H 5.229 2.486 6.704 0.11
H 5.960 4.320 4.359 0.07
H 7.023 3.852 5.692 0.07
H 5.577 4.844 5.999 0.08
C -2.443 -5.067 3.555 -0.09
C -1.319 -4.615 2.639 -0.28
O -1.437 -3.255 2.223 -0.17
C -1.432 -2.273 3.256 -0.27
C -0.163 -2.277 4.090 -0.08
H -3.414 -4.929 3.067 0.08
H -2.324 -6.126 3.808 0.07
H -2.462 -4.501 4.488 0.06
H -1.340 -5.222 1.728 0.12
H -0.339 -4.785 3.099 0.11
H -2.320 -2.384 3.887 0.10
H -1.525 -1.300 2.763 0.12
H -0.024 -3.224 4.618 0.06
H -0.195 -1.479 4.839 0.08
H 0.715 -2.127 3.452 0.09
C -2.420 -0.055 -6.580 -0.08
C -3.441 0.087 -5.465 -0.27
O -3.698 1.442 -5.099 -0.17
C -4.214 2.288 -6.124 -0.28
C -5.543 1.817 -6.688 -0.09
H -1.475 0.421 -6.298 0.09
H -2.231 -1.113 -6.791 0.08
H -2.759 0.414 -7.506 0.06
H -3.055 -0.410 -4.569 0.10
H -4.379 -0.420 -5.718 0.10
H -3.471 2.416 -6.918 0.10
H -4.355 3.276 -5.672 0.12
H -5.460 0.837 -7.164 0.06
H -5.912 2.523 -7.439 0.07
H -6.289 1.730 -5.890 0.08
```

Computed, not measured: a cluster of 2 separate species, C5H10O in total, with wB97M-V/def2-TZVPD.

Calculated values
spin multiplicity: 1
energy above the lowest of the compared OMol25 structures with the same formula, charge and spin: 64.2 kcal/mol
HOMO-LUMO gap: 9.70 eV
electronic energy: -7391.981 eV
molar mass: 86.1 u
highest occupied orbital energy: -8.57 eV
LUMO energy: 0.041 Eh

The geometry in XYZ format:
```
16
Properties=species:S:1:pos:R:3:lowdin_charge:R:1
C -1.183 -0.621 -2.060 -0.08
O -1.205 0.391 -1.070 -0.07
C -0.491 0.097 0.024 -0.39
C 0.265 -0.922 0.461 -0.06
C 0.562 -0.215 1.772 -0.18
C -0.316 0.961 1.238 -0.11
H -1.517 -1.579 -1.642 0.10
H -0.172 -0.745 -2.465 0.10
H -1.859 -0.302 -2.852 0.09
H 0.575 -1.878 0.054 0.10
H 1.610 0.058 1.933 0.09
H 0.174 -0.693 2.680 0.10
H -1.224 1.169 1.813 0.11
H 0.225 1.897 1.059 0.10
H 2.449 1.517 -0.492 0.06
H 2.108 0.866 -0.451 0.03
```

Computed, not measured: an isolated molecule of C3H8N2O at a distorted geometry, with wB97M-V/def2-TZVPD.

Calculated values
spin multiplicity: 1
energy above the lowest of the compared OMol25 structures with the same formula, charge and spin: 111.8 kcal/mol
HOMO-LUMO gap: 9.59 eV
electronic energy: -8264.479 eV
molar mass: 88.1 u
highest occupied orbital energy: -8.93 eV
LUMO energy: 0.024 Eh

The geometry in XYZ format:
```
14
Properties=species:S:1:pos:R:3:lowdin_charge:R:1
C -0.305 -1.545 -1.766 -0.04
N 0.455 -0.659 -1.108 -0.10
N -0.206 0.571 -0.872 -0.13
C 0.501 1.104 0.289 -0.26
C -0.080 0.552 1.619 -0.27
O 0.256 -0.873 1.672 -0.16
H -1.306 -1.290 -2.253 0.09
H 0.308 -2.566 -1.833 0.11
H -1.252 0.743 -0.828 0.15
H 0.455 2.200 -0.043 0.12
H 1.688 0.976 0.195 0.16
H -1.237 0.668 1.764 0.12
H 0.322 1.086 2.580 0.13
H 0.401 -0.968 0.585 0.09
```

Computed, not measured: a structure of composition C27H29F6GeN3O4Pd at a distorted geometry, with wB97M-V/def2-TZVPD.

Calculated values
spin multiplicity: 1
energy above the lowest of the compared OMol25 structures with the same formula, charge and spin: 0.0 kcal/mol
HOMO-LUMO gap (alpha / beta): 5.37 / 5.37 eV
electronic energy: -117411.747 eV
molar mass: 752.6 u
charge: +2
highest occupied orbital energy (alpha / beta): -12.86 / -12.86 eV
LUMO energy (alpha / beta): -0.275 / -0.275 Eh

The geometry in XYZ format:
```
71
Properties=species:S:1:pos:R:3:lowdin_charge:R:1
Pd 0.907 -0.345 0.363 1.20
F -0.009 0.959 6.953 0.09
C -0.620 0.010 6.226 -0.18
C -0.395 -0.022 4.882 0.10
C -0.970 -1.029 4.099 -0.05
C -0.697 -1.087 2.673 -0.25
O 0.067 -0.191 2.181 -0.10
C -1.295 -2.141 1.954 -0.01
C -2.082 -3.044 2.632 0.07
N -2.349 -2.992 3.937 0.03
C -3.174 -4.024 4.546 -0.25
C -4.544 -3.659 5.041 -0.08
C -4.386 -4.506 3.815 -0.06
C -1.782 -1.988 4.716 -0.10
C -2.017 -1.920 6.093 0.08
C -1.444 -0.932 6.873 -0.13
N -1.710 -0.913 8.263 -0.10
C -1.529 0.316 9.035 -0.12
C -2.190 0.126 10.413 -0.06
N -3.156 -1.018 10.328 0.06
C -2.427 -2.317 10.115 -0.06
C -1.343 -2.086 9.049 -0.11
C -1.224 -2.358 0.461 -0.54
O -1.811 -3.292 -0.028 0.13
O -0.599 -1.475 -0.276 -0.09
H 0.253 0.715 4.428 0.15
H -2.528 -3.853 2.070 0.16
H -2.594 -4.747 5.105 0.16
H -4.867 -2.637 4.888 0.12
H -4.891 -4.124 5.953 0.11
H -4.630 -4.048 2.867 0.12
H -4.605 -5.562 3.875 0.12
H -2.676 -2.640 6.557 0.12
H -1.996 1.141 8.502 0.14
H -0.480 0.571 9.198 0.13
H -2.731 1.014 10.729 0.14
H -1.471 -0.136 11.186 0.14
H -3.769 -0.859 9.526 0.18
H -3.740 -1.068 11.163 0.19
H -3.167 -3.054 9.812 0.14
H -2.004 -2.612 11.073 0.14
H -1.273 -2.962 8.410 0.13
H -0.364 -1.949 9.522 0.14
F 6.014 -3.903 -2.048 0.18
C 5.114 -2.983 -1.790 -0.12
C 4.344 -3.079 -0.628 -0.14
F 4.522 -4.092 0.204 0.15
C 3.411 -2.110 -0.373 -0.12
F 2.657 -2.186 0.744 0.07
C 3.189 -1.018 -1.236 -0.25
O 2.310 -0.093 -0.979 -0.14
C 3.980 -0.959 -2.404 -0.12
F 3.807 0.041 -3.248 0.15
C 4.931 -1.920 -2.673 -0.13
F 5.667 -1.846 -3.765 0.17
C 1.553 2.568 -2.733 -0.20
Ge -0.096 1.669 -2.243 0.78
C -0.441 0.020 -3.209 -0.20
C -1.580 2.939 -2.340 -0.20
C -0.179 1.269 -0.281 -0.18
H 1.459 2.925 -3.760 0.04
H 2.415 1.909 -2.673 -0.01
H 1.722 3.434 -2.093 0.03
H -0.417 0.213 -4.282 0.03
H -1.417 -0.386 -2.948 0.03
H 0.313 -0.734 -2.983 0.01
H -1.666 3.285 -3.370 0.03
H -1.397 3.807 -1.707 0.03
H -2.526 2.482 -2.055 0.03
H -1.175 0.956 0.027 0.03
H 0.212 2.028 0.401 0.04
```